{"formula": "C2H2CuF2MgO", "method": "ωB97M-V/def2-TZVPD", "s_squared": 1.12, "orbital_gap_ev": [2.55, 3.78], "energy_ev": -59667.78959, "multiplicity": 2, "elements": ["F", "C", "C", "O", "H", "H", "Mg", "Cu", "F"], "positions_angstrom": [[1.059, -1.814, -0.360], [0.474, -0.624, 0.425], [-0.133, 0.469, -0.291], [-1.462, 0.252, -0.639], [-0.164, -1.139, 1.158], [0.507, 0.726, -1.164], [-3.012, 0.435, -1.608], [1.061, 1.883, 1.379], [1.670, -0.188, 1.100]], "forces_ev_per_a": [[-1.44, 2.84, 1.12], [2.07, -3.60, 1.01], [-2.27, -0.90, -3.06], [3.88, 0.98, 2.18], [0.27, 0.28, -0.30], [-0.27, 0.63, 0.57], [-0.85, 0.00, -0.66], [-0.36, 0.04, -0.32], [-1.01, -0.28, -0.55]]}


{"formula": "C2H2CuFO2", "method": "ωB97M-V/def2-TZVPD", "e_above_lowest_kj_mol": 204.3, "s_squared": 0.76, "orbital_gap_ev": [7.43, 7.69], "energy_ev": -53555.58151, "charge": -1, "multiplicity": 2, "elements": ["O", "H", "C", "C", "O", "H", "F", "Cu"], "positions_angstrom": [[2.445, 0.559, 0.268], [3.163, 1.191, 0.285], [-1.666, 0.032, 0.151], [-1.143, -1.112, 0.847], [-1.043, 0.662, -0.745], [-2.732, 0.262, 0.347], [-0.076, -1.608, -0.034], [1.051, 0.012, -1.119]], "forces_ev_per_a": [[-0.76, -0.64, -0.79], [-0.01, 0.12, -0.42], [0.60, -0.95, -0.48], [0.03, -0.31, -0.73], [-0.03, 0.21, -0.42], [0.37, 0.32, 0.32], [-0.60, 0.30, 0.83], [0.40, 0.94, 1.69]]}


{"formula": "C2H2F2S", "method": "ωB97M-V/def2-TZVPD", "e_above_lowest_kj_mol": 272.0, "orbital_gap_ev": [7.90, 8.34], "energy_ev": -18372.97015, "elements": ["C", "C", "F", "F", "S", "H", "H"], "positions_angstrom": [[0.875, 0.235, 0.945], [-0.691, -0.146, -1.204], [-0.631, -1.436, -0.742], [-1.767, 0.128, -1.814], [-0.117, 1.055, -0.119], [0.685, -0.608, 1.476], [1.646, 0.773, 1.457]], "forces_ev_per_a": [[0.49, 2.52, -0.58], [2.45, -1.51, 1.68], [-0.44, 1.06, -0.69], [-2.47, 0.08, -1.31], [0.89, -0.19, 0.59], [-1.18, -2.80, 0.66], [0.27, 0.84, -0.35]]}


{"formula": "C2H2F2S2", "method": "ωB97M-V/def2-TZVPD", "e_above_lowest_kj_mol": 349.2, "orbital_gap_ev": [7.62, 7.62], "energy_ev": -29207.63035, "elements": ["C", "C", "F", "F", "S", "S", "H", "H"], "positions_angstrom": [[1.257, -0.635, 0.480], [0.083, 0.087, 0.913], [1.074, -2.026, 0.421], [0.135, 1.083, 1.804], [-0.846, 0.949, -2.266], [0.851, 0.559, -0.672], [-0.864, -0.294, 0.874], [-1.690, 0.277, -1.554]], "forces_ev_per_a": [[-1.13, -2.59, 0.82], [1.87, 1.19, -0.37], [0.70, 1.81, -0.10], [0.28, 0.24, 0.95], [1.43, 0.01, 0.63], [0.64, 1.16, -2.21], [-2.57, -1.14, -0.25], [-1.20, -0.66, 0.53]]}


{"formula": "C2H2F3IS", "method": "ωB97M-V/def2-TZVPD", "e_above_lowest_kj_mol": 24.1, "orbital_gap_ev": 9.85, "energy_ev": -29193.96162, "elements": ["C", "C", "F", "F", "F", "S", "I", "H", "H"], "positions_angstrom": [[1.373, -0.313, 0.357], [-1.457, 0.235, -0.243], [-2.462, 0.534, -1.083], [-1.062, 1.345, 0.476], [-1.855, -0.607, 0.656], [0.005, -0.300, -1.217], [3.182, -0.046, -0.536], [1.040, 0.449, 0.981], [1.236, -1.298, 0.608]], "forces_ev_per_a": [[-2.18, 0.38, -3.92], [2.00, 1.41, -0.88], [0.35, 0.06, 0.64], [-0.89, -0.12, -0.63], [-0.84, -1.27, 0.80], [0.79, 0.16, 1.78], [1.14, 0.26, -0.26], [-0.29, 1.08, 1.17], [-0.09, -1.96, 1.28]]}


{"formula": "C2H2F3NO", "method": "ωB97M-V/def2-TZVPD", "e_above_lowest_kj_mol": 522.4, "orbital_gap_ev": [9.48, 8.66], "energy_ev": -13791.68606, "elements": ["C", "C", "N", "O", "F", "F", "F", "H", "H"], "positions_angstrom": [[-1.571, 0.116, 0.372], [1.371, -0.398, -0.209], [-0.554, 0.753, -0.091], [-0.349, 1.781, -0.726], [2.335, 0.475, 0.043], [1.150, -1.303, 0.701], [1.524, -1.035, -1.373], [-2.496, 0.561, 0.514], [-1.409, -0.950, 0.770]], "forces_ev_per_a": [[2.47, -2.48, 0.82], [-2.09, 0.61, -0.66], [1.91, -0.79, -1.73], [-0.82, -0.22, 1.08], [-0.71, -0.98, -0.16], [0.64, -0.18, 0.98], [0.19, 1.00, 0.46], [-1.57, 1.03, -0.13], [-0.03, 2.01, -0.66]]}


{"formula": "C2H2F3NO", "method": "ωB97M-V/def2-TZVPD", "e_above_lowest_kj_mol": 83.3, "s_squared": 2.01, "orbital_gap_ev": [7.05, 7.80], "energy_ev": -13791.53197, "multiplicity": 3, "elements": ["C", "C", "N", "O", "F", "F", "F", "H", "H"], "positions_angstrom": [[1.393, 0.616, -0.173], [-1.122, -0.232, 0.003], [0.241, -0.033, 0.344], [1.605, 1.683, -0.687], [-1.683, -0.977, 0.937], [-1.845, 0.831, -0.233], [-1.141, -1.005, -1.182], [2.224, -0.068, -0.087], [0.328, -0.815, 1.079]], "forces_ev_per_a": [[-2.08, -7.94, 3.31], [2.06, -1.01, -2.98], [-1.40, -1.05, 3.15], [0.68, 6.69, -2.92], [-0.30, -0.05, 0.42], [-0.21, 0.62, 0.00], [-0.70, 0.68, 0.79], [0.83, -0.04, -0.38], [1.11, 2.09, -1.39]]}


{"formula": "C2H2FI3O", "method": "ωB97M-V/def2-TZVPD", "e_above_lowest_kj_mol": 46.7, "orbital_gap_ev": 8.78, "energy_ev": -31172.47992, "elements": ["C", "C", "O", "F", "I", "I", "I", "H", "H"], "positions_angstrom": [[0.302, 0.573, -0.714], [-0.556, -0.635, -0.735], [-0.206, -1.750, -0.819], [0.164, -0.996, 2.144], [0.036, 1.988, 0.855], [2.335, 0.177, -1.119], [-2.661, -0.136, -0.721], [-0.144, 1.208, -1.625], [0.731, -0.429, 2.734]], "forces_ev_per_a": [[-0.82, 2.52, -2.49], [-0.48, -0.21, 0.62], [0.15, -0.52, -0.12], [1.84, 1.66, 1.92], [-0.03, -0.10, 0.15], [0.09, -0.11, 0.03], [-0.15, -0.05, -0.02], [1.24, -1.40, 1.84], [-1.84, -1.78, -1.92]]}


{"formula": "C2H2FIO", "method": "ωB97M-V/def2-TZVPD", "e_above_lowest_kj_mol": 299.6, "orbital_gap_ev": [8.34, 8.34], "energy_ev": -14967.88132, "elements": ["C", "C", "O", "F", "I", "H", "H"], "positions_angstrom": [[0.619, 0.142, -0.805], [-0.374, 0.139, 0.309], [1.626, 0.825, -0.637], [-0.457, 1.247, 1.054], [-2.162, -0.902, 0.112], [0.351, -0.473, -1.557], [0.396, -0.978, 1.523]], "forces_ev_per_a": [[2.40, 3.64, 4.34], [1.36, -2.33, 4.04], [-1.63, -1.29, -1.29], [-0.06, -0.11, -0.75], [-0.57, 0.11, -0.40], [-0.31, -2.18, -3.18], [-1.19, 2.16, -2.76]]}


{"formula": "C2H2FMgO2", "method": "ωB97M-V/def2-TZVPD", "e_above_lowest_kj_mol": 0.0, "orbital_gap_ev": [5.86, 7.12], "energy_ev": -14353.85695, "charge": 1, "elements": ["O", "C", "C", "O", "H", "F", "Mg", "H"], "positions_angstrom": [[1.031, -0.487, -0.315], [-0.130, -0.875, -0.009], [-1.126, 0.217, 0.098], [-0.790, 1.390, 0.014], [-0.392, -1.930, 0.131], [-2.379, -0.119, 0.194], [1.271, 1.613, -0.149], [2.515, 0.191, 0.035]], "forces_ev_per_a": [[-2.73, -0.96, -1.53], [1.09, -0.09, 0.21], [-0.33, 0.10, -0.41], [0.26, -0.12, 0.13], [0.10, 0.32, 0.30], [0.52, 0.15, 0.15], [0.38, -0.94, 0.21], [0.71, 1.53, 0.93]]}


{"formula": "C2H2FN3", "method": "ωB97M-V/def2-TZVPD", "e_above_lowest_kj_mol": 111.5, "orbital_gap_ev": 10.92, "smiles": "Fc1c[nH]nn1", "energy_ev": -9292.26050, "elements": ["F", "C", "C", "N", "N", "N", "H", "H"], "positions_angstrom": [[2.058, -0.022, 0.092], [0.661, -0.022, -0.122], [-0.100, 1.105, -0.070], [-1.337, 0.557, 0.085], [-1.390, -0.744, -0.007], [-0.118, -1.168, -0.035], [0.268, 2.106, -0.202], [-2.246, 1.067, 0.224]], "forces_ev_per_a": [[-2.88, -0.38, -1.04], [1.47, -1.57, 1.55], [0.39, -1.12, 0.10], [-2.26, 2.75, -0.67], [2.51, -0.92, 0.90], [-0.02, 1.73, -0.73], [-0.71, 0.28, 0.38], [1.49, -0.76, -0.48]]}


{"formula": "C2H2FN3", "method": "ωB97M-V/def2-TZVPD", "e_above_lowest_kj_mol": 444.8, "orbital_gap_ev": 8.84, "energy_ev": -9288.80634, "elements": ["C", "C", "N", "N", "N", "F", "H", "H"], "positions_angstrom": [[-0.131, -0.490, -0.540], [-0.969, -1.379, -0.012], [0.563, 0.399, -1.038], [1.112, 1.296, 0.115], [0.997, 1.156, 1.281], [-2.240, -0.873, 0.117], [-0.862, -2.318, 0.540], [1.530, 2.209, -0.462]], "forces_ev_per_a": [[-0.11, -1.01, -0.10], [-0.23, 1.64, 0.33], [-0.64, -1.37, 0.22], [0.92, 3.26, 0.61], [0.33, 0.03, -1.78], [0.17, -0.49, -0.09], [0.49, 0.43, -0.75], [-0.94, -2.51, 1.56]]}


We obtain molecular weight values of 167.88 140.58 96.10 128.17 242.00 113.04 113.04 441.75 187.94 101.34 87.06 87.06 g/mol for the records listed above, in that order.